# C5H34NO12

A cluster of 12 separate species, C5H34NO12 in total in a non-equilibrium geometry (ωB97M-V/def2-TZVPD, OMol25).

energy: -1168.433714 hartree
LUMO level: 2.842 eV
frontier orbital gap: 9.2 eV
relative energy (zero: lowest compared OMol25 entry of this formula, charge and spin): 146.3 kcal per mole
net charge: -1

```
52
Properties=species:S:1:pos:R:3:forces:R:3:lowdin_charge:R:1
C -2.007707 -1.818079 2.573490 -1.2027 0.6739 1.8026 -0.094
C -1.514021 -0.484126 1.839006 -0.6351 0.9563 0.1323 -0.359
C 0.009054 -0.524841 1.718957 2.5124 -2.3746 0.2529 -0.211
C 0.665797 0.853067 1.692996 0.3969 0.0460 1.8511 -0.174
C 0.524162 1.665092 3.076270 0.9860 -1.6730 0.5557 -0.250
O -0.681438 2.407336 3.080533 1.3148 1.2162 -0.5981 -0.136
N -2.074458 -0.145744 0.470650 -0.3229 -3.5129 2.3125 0.052
H -1.563867 -2.083960 3.640776 0.2911 0.7574 -2.5118 0.111
H -3.043305 -1.718002 3.007955 0.3494 0.1530 -1.2997 0.065
H -1.920230 -2.678498 1.900600 -0.0544 0.2816 0.8865 0.019
H -1.868176 0.464979 2.446138 1.0566 -2.0613 -0.7235 0.159
H 0.286719 -1.261202 2.610269 0.4011 1.8961 -1.6385 0.136
H 0.553199 -1.021483 0.729321 -2.2820 0.6060 2.2432 0.123
H 0.021389 1.405349 1.024209 0.3190 0.4193 -0.2223 0.053
H 1.726306 0.869785 1.251920 -1.5119 -0.0924 1.0710 0.131
H 0.552678 1.001882 4.084465 -0.0413 1.1735 -2.5280 0.149
H 1.422073 2.323098 3.090694 -0.5555 -0.1378 0.3798 0.102
H -2.243140 0.793688 0.477118 -0.6376 2.4972 -0.6848 0.011
H -1.550972 -0.553635 -0.285932 0.1348 0.5202 -0.0226 0.046
H 0.528641 -1.320391 -2.529807 -0.5546 1.3780 -0.6900 -0.014
H 0.670049 -2.630964 -1.947042 -0.2165 -0.8843 0.1158 0.047
O 1.179872 -2.014708 -2.466656 0.7541 -0.9727 0.1601 -0.044
H -0.592054 1.660023 -1.762891 -1.0195 -0.9752 0.4209 0.017
H -0.449112 0.729848 -3.436239 -0.8231 2.0164 -4.4879 -0.045
O -0.258185 0.334630 -2.665398 0.3654 -2.3515 4.0737 -0.280
H -1.159754 4.406452 0.338652 -3.0746 2.5659 -2.5985 -0.010
H -0.426790 3.165797 2.465033 -1.3826 -0.9370 0.7771 0.066
O -0.624193 3.941879 0.876081 2.6572 -2.2183 2.7665 -0.035
H 0.239122 3.032192 -1.265989 3.6005 0.6182 1.6115 0.100
H -1.020052 1.772205 -0.247152 0.1266 -0.1671 -0.1838 -0.006
O -1.165869 2.164162 -1.110185 -0.2614 0.8209 -1.0072 -0.106
H -2.688234 -2.284758 0.264010 2.6597 -1.1431 -2.6703 0.118
H -1.796874 -2.531383 -1.234574 -1.0417 0.2580 0.7237 0.011
O -1.898072 -2.752480 -0.268110 -2.0245 0.4948 0.9929 -0.160
H 0.290486 -2.816120 1.316876 0.0625 -0.3228 0.1716 -0.022
H -0.708233 -3.696497 0.591154 0.7319 0.0907 1.4032 0.021
O -0.112363 -3.692646 1.403983 -0.0965 -0.4151 -1.4240 -0.126
H -0.094299 3.404280 0.243634 0.5724 0.5965 0.6979 -0.011
H 1.522013 2.218753 -0.889308 0.2020 0.0718 0.0021 -0.029
O 1.231374 3.152585 -0.777542 -3.0959 0.0728 -1.9678 -0.171
H -1.383188 -0.860814 -2.556664 0.4503 -0.5774 -1.4835 0.053
H -1.601305 -2.141908 -3.530694 0.6837 -3.1936 -9.8909 -0.070
O -1.633266 -1.825464 -2.762765 -1.2129 3.6766 11.0547 -0.011
H 1.556325 0.149494 -0.467987 0.6194 -0.1815 0.3727 0.000
H 0.986117 0.349407 -1.841793 0.3197 1.0643 -0.3426 -0.001
O 1.745503 0.664094 -1.255049 -1.2572 -0.0537 0.6725 -0.145
H 3.250824 0.945310 -2.470929 0.7179 -4.1414 -0.6414 0.118
H 2.752461 -0.589498 -2.618721 -0.5990 0.0899 0.1244 -0.041
O 3.536508 -0.057685 -2.697098 1.1870 3.4821 -0.3840 -0.134
H 2.137788 -2.026427 -0.920793 0.4042 0.9484 1.7320 0.061
H 3.278022 -1.320823 -0.426860 5.6171 2.4825 -2.1224 -0.046
O 2.529235 -1.607037 -0.076333 -5.5905 -3.5377 0.7629 -0.038
```
Forces are in eV/Å.